[1]
Entry from the Open Molecules 2025 dataset: 2 unconnected molecules or ions with the total composition C35H32O2P (ωB97M-V/def2-TZVPD).

## Properties
**HOMO**: -10.79 eV
**Energy above the lowest of the compared OMol25 structures with the same formula, charge and spin**: 31.7 kJ/mol
**Total energy**: -1844.43730 Eh
**Net charge**: +1

Geometry (Å):
C -0.76857 -0.53060 -4.04582
O 0.24902 -1.01309 -3.16601
C 1.12415 -0.23997 -2.54338
C 2.50254 -0.42009 -2.87139
C 3.39359 0.64354 -2.62293
C 4.72818 0.52412 -2.97388
C 5.22082 -0.63656 -3.58545
C 6.68454 -0.79516 -3.85478
C 4.32062 -1.67161 -3.89442
C 2.97381 -1.59274 -3.54766
H -1.16829 -1.44577 -4.50450
H -1.54190 0.00060 -3.47664
H -0.32879 0.11886 -4.81349
H 0.77347 0.66347 -2.03716
H 2.97204 1.56494 -2.21697
H 5.42146 1.34312 -2.76659
H 6.90780 -1.78838 -4.25804
H 7.06068 -0.04619 -4.56413
H 7.26429 -0.67291 -2.92854
H 4.68161 -2.56480 -4.41526
H 2.25002 -2.35466 -3.85453
C -1.88648 4.66304 0.68726
C -0.65961 4.12692 0.29918
C -0.48702 2.74398 0.23057
C -1.54180 1.88911 0.58767
P -1.28389 0.10104 0.53968
C -1.68847 -0.53516 2.21428
C -1.35189 -1.85932 2.55473
C -1.65728 -2.37517 3.81258
C -2.32510 -1.59278 4.75720
C -2.66780 -0.28506 4.43004
C -2.35289 0.24230 3.18061
C -2.62143 -0.53557 -0.49983
C -3.09753 -1.84499 -0.32908
C -4.10199 -2.34393 -1.16155
C -4.64769 -1.53509 -2.16487
C -4.19348 -0.22474 -2.32851
C -3.18873 0.27929 -1.49750
C 0.28341 -0.26721 -0.20977
C 1.48111 -0.40031 0.62505
O 2.56574 -0.76996 0.13102
C 1.42030 -0.18311 2.13321
C 1.00364 1.00919 2.73230
C 0.94730 1.11758 4.12583
C 1.37445 0.06162 4.92895
C 1.88414 -1.08621 4.33463
C 1.92562 -1.20404 2.95019
C -2.79600 2.43210 0.92644
C -2.96119 3.81806 0.99164
H -2.01812 5.74286 0.74354
H 0.17858 4.77443 0.03856
H 0.46058 2.31504 -0.09605
H -0.83178 -2.50199 1.83389
H -1.36842 -3.39654 4.05186
H -2.56804 -1.99914 5.73561
H -3.18576 0.34310 5.15489
H -2.62053 1.27671 2.96764
H -2.69047 -2.46816 0.46384
H -4.45494 -3.36639 -1.03082
H -5.42427 -1.92954 -2.82906
H -4.61031 0.41573 -3.11284
H -2.85045 1.31015 -1.61557
H 0.18090 -1.12949 -0.89340
H 0.74717 1.86664 2.10166
H 0.57077 2.03948 4.56216
H 1.32620 0.15981 6.01347
H 2.25943 -1.89486 4.95222
H 2.37417 -2.08637 2.49257
H -3.64131 1.77211 1.15064
H -3.92992 4.22874 1.27478

Atomic partial charges in e from the natural (NBO) method, atoms 1 to 8: -0.25 -0.51 0.47 -0.23 -0.01 -0.25 0.10 -0.65

---

[2]
Entry from the Open Molecules 2025 dataset: a molecular structure, C35H33Cl2N6O5S2Ti (ωB97M-V/def2-TZVPD).

## Properties
**HOMO (alpha / beta)**: -3.00 / -4.83 eV
**Energy above the lowest of the compared OMol25 structures with the same formula, charge and spin**: 6.9 kJ/mol
**Spin multiplicity**: 3
**Total energy**: -4624.69843 Eh
**Net charge**: -1

Geometry (Å):
Ti -0.21137 0.46649 0.39084
C 1.92212 2.82365 -0.94239
N 1.95692 1.38917 -1.20407
C 1.96757 1.12653 -2.62998
C 2.94147 0.69469 -0.44418
C 4.05375 0.09610 -1.01199
C 4.92634 -0.66588 -0.23944
C 4.67241 -0.82691 1.11111
C 3.55981 -0.22677 1.68829
C 2.68821 0.55381 0.93496
N 1.49028 1.10450 1.40818
C 1.35085 1.60340 2.68349
C 2.36600 1.79849 3.63308
C 2.07712 2.23236 4.91797
C 0.77489 2.49951 5.30671
C -0.23562 2.39186 4.35707
C 0.04721 1.98118 3.07026
N -0.95103 2.00146 2.00739
C -0.91780 3.35881 1.41209
C -2.32331 1.72827 2.45749
H 2.77647 3.33458 -1.41055
H 0.99468 3.23508 -1.34547
H 1.95466 3.00275 0.13024
H 2.82556 1.58868 -3.14187
H 1.98427 0.05329 -2.81096
H 1.05660 1.54447 -3.06234
H 4.23191 0.19332 -2.07558
H 5.78444 -1.13915 -0.70009
H 5.33197 -1.43480 1.72100
H 3.33168 -0.38842 2.73221
H 3.39310 1.60290 3.36250
H 2.88896 2.34759 5.62726
H 0.54465 2.80419 6.31933
H -1.25312 2.64254 4.63008
H -1.11035 4.10461 2.18997
H 0.06023 3.54116 0.97270
H -1.66979 3.44388 0.63107
H -2.72340 2.55123 3.05979
H -2.96088 1.61511 1.57993
H -2.34401 0.81232 3.04083
Cl -1.85701 4.14604 -2.51370
C -2.70295 2.65856 -2.21339
C -3.96942 2.45624 -2.79379
C -4.63310 1.28021 -2.61329
Cl -6.18213 1.04921 -3.36832
C -4.07322 0.24626 -1.82180
C -4.63045 -1.03487 -1.63172
C -3.96702 -1.94116 -0.85884
C -2.75895 -1.57758 -0.23505
N -2.20643 -0.39993 -0.39695
C -2.83170 0.49519 -1.21192
C -2.09397 1.69265 -1.44468
O -0.88915 1.78915 -0.94282
H -4.40249 3.23721 -3.40331
H -5.56202 -1.29025 -2.11887
H -4.35532 -2.94019 -0.71754
H -2.22875 -2.26477 0.41129
S -0.78287 -1.18939 2.35093
C 0.67530 -2.02582 2.77222
N 1.32287 -2.87069 2.07284
C 2.41638 -3.52450 2.77502
C 2.75298 -2.77545 4.07835
S 1.30358 -1.74517 4.41945
H 0.96546 -3.14294 0.45251
H 3.28802 -3.57849 2.12190
H 2.10312 -4.54974 2.99475
H 3.62918 -2.13844 3.96370
H 2.92902 -3.45934 4.90596
O 0.69458 -3.35247 -0.50674
C 0.35153 -2.21719 -1.09247
O 0.63317 -1.13256 -0.48523
C -0.33069 -2.30659 -2.33395
C -0.67711 -1.13667 -3.06419
C -1.45393 -1.20103 -4.18293
C -1.92445 -2.45675 -4.63836
C -1.55340 -3.63875 -3.95233
C -0.77329 -3.56288 -2.83509
N -2.75970 -2.52802 -5.75660
O -3.08683 -1.46966 -6.33475
O -3.16117 -3.64803 -6.14046
H -0.32475 -0.17782 -2.70956
H -1.73254 -0.31233 -4.73081
H -1.91093 -4.58530 -4.32828
H -0.50293 -4.46201 -2.29806

Atomic partial charges in e from the Löwdin method, atoms 1 to 8: 0.96 -0.07 -0.21 -0.09 -0.20 -0.03 -0.10 -0.10

---

[3]
Entry from the Open Molecules 2025 dataset: a molecular structure, C35H33ClCoN4Si2 (ωB97M-V/def2-TZVPD).

## Properties
**HOMO (alpha / beta)**: -4.02 / -7.22 eV
**Energy above the lowest of the compared OMol25 structures with the same formula, charge and spin**: 0.0 kJ/mol
**Spin multiplicity**: 4
**Total energy**: -3994.39772 Eh

Geometry (Å):
C -1.45079 -0.53103 1.25169
C -2.04571 0.01625 0.06749
C -1.69049 -0.82486 -1.03095
H -2.71821 0.86455 0.03295
C -0.87435 -1.88819 -0.53944
C -0.72625 -1.71282 0.87512
H -0.21983 -2.38965 1.55610
H -1.57138 -0.15832 2.26304
H -2.05049 -0.72719 -2.04907
H -0.47719 -2.70960 -1.13850
Co -0.08315 -0.12847 -0.08432
Si 0.44983 0.20596 -6.67107
C 0.75220 1.74080 -7.67588
C 1.99913 1.94202 -8.28470
H 2.82169 1.25220 -8.07459
C 2.18008 3.01390 -9.16695
H 3.14525 3.15375 -9.65689
C 1.11923 3.88551 -9.43427
H 1.24644 4.69569 -10.15500
C -0.10222 3.72546 -8.77175
H -0.92141 4.42502 -8.94868
C -0.28485 2.66137 -7.88399
H -1.22886 2.53562 -7.34657
C 0.97686 -1.25048 -7.69625
C 0.40796 -1.32240 -8.97997
H -0.32516 -0.57207 -9.29222
C 0.78721 -2.33822 -9.86549
H 0.36991 -2.37286 -10.87143
C 1.71928 -3.30298 -9.46670
H 2.03172 -4.08550 -10.16372
C 2.25023 -3.26002 -8.17267
H 2.97590 -4.01357 -7.86026
C 1.86690 -2.24827 -7.27792
H 2.27316 -2.22337 -6.26282
H -1.02046 0.09908 -6.64677
Si 0.86903 0.34724 -4.24194
C -0.03330 -1.29951 -4.01978
C -1.35159 -1.54325 -4.47152
H -2.04361 -0.71395 -4.63931
C -1.76856 -2.84045 -4.77905
H -2.77698 -3.01266 -5.16548
C -0.88826 -3.91375 -4.63263
H -1.15749 -4.90390 -4.98801
C 0.33948 -3.71111 -3.99324
H 0.99479 -4.55819 -3.78182
C 0.74062 -2.41428 -3.64234
H 1.69687 -2.27074 -3.12373
C -0.12780 1.91068 -4.00537
C -1.45280 1.80392 -3.58267
H -1.81368 0.85216 -3.17989
C -2.33324 2.88774 -3.71233
H -3.36565 2.79324 -3.37007
C -1.89146 4.08323 -4.29368
H -2.59735 4.89025 -4.48766
C -0.53770 4.23039 -4.61474
H -0.19106 5.17891 -5.03134
C 0.35365 3.16960 -4.41940
H 1.41773 3.29564 -4.63931
H 1.91356 0.49385 -5.27473
Cl 2.28306 0.37215 -2.70676
N 1.57612 3.31006 0.85526
C 0.39769 3.93897 0.46253
C -0.39196 2.97917 -0.11135
N 0.27929 1.75407 -0.04525
C 1.49594 1.98643 0.53100
C 2.31255 0.82120 0.75718
N 1.75115 -0.37163 0.40456
C 2.66257 -1.37116 0.74290
C 3.75807 -0.78590 1.32201
N 3.53172 0.58408 1.32809
H 2.38003 3.73666 1.30536
H 0.20943 4.98100 0.65935
H -1.36200 3.06104 -0.58840
H 2.44534 -2.40450 0.53177
H 4.64986 -1.22305 1.73109
H 4.15364 1.30959 1.67325

Atomic partial charges in e from the Löwdin method, atoms 1 to 8: -0.16 -0.15 -0.16 0.12 -0.15 -0.16 0.12 0.11

---

Among the records above, which one has the lowest energy above the lowest of the compared OMol25 structures with the same formula, charge and spin? C35H33ClCoN4Si2